Here is a cluster of 4 separate species, C14H33BrNO15S5 in total from OMol25. Energies are from ωB97M-V/def2-TZVPD.

```
69
Properties=species:S:1:pos:R:3:forces:R:3
C 5.927 2.424 1.063 0.02 -0.70 -0.81
C 5.448 1.216 0.036 0.16 0.35 -0.84
C 4.515 1.928 -1.153 1.54 1.40 1.91
O 4.526 1.199 -2.424 -2.54 -0.19 1.38
S 3.146 0.233 -2.661 -1.37 -6.70 -4.09
O 3.389 -1.245 -2.160 -0.37 5.88 -0.44
O 3.010 0.073 -4.229 0.85 1.90 5.68
N 1.637 0.920 -2.137 2.01 -0.98 2.07
S 1.180 0.451 -0.527 -0.57 -4.58 1.17
O 2.331 -0.013 0.395 -3.33 2.00 -2.69
O -0.039 -0.551 -0.555 4.16 4.09 -0.14
C 0.498 2.039 0.293 1.71 2.23 -0.20
C -0.208 3.060 -0.786 -7.50 -0.69 1.29
O -1.549 3.137 -0.760 8.84 -0.21 -0.46
Br 0.840 4.221 -2.091 -1.00 -1.35 1.59
H 6.595 1.961 1.931 -1.57 1.17 -1.78
H 6.587 3.174 0.411 -1.47 -1.48 1.64
H 4.962 2.969 1.475 2.16 -1.04 -0.66
H 6.388 0.776 -0.522 -1.78 0.90 1.15
H 4.912 0.323 0.568 0.80 1.92 -1.03
H 3.460 2.203 -0.731 1.80 -0.85 -1.12
H 5.058 2.970 -1.362 -1.21 -2.26 0.15
H -0.139 1.816 1.251 0.81 0.18 -2.39
H 1.478 2.601 0.682 -2.01 -1.29 -0.98
O 3.456 5.398 -6.526 -0.87 -0.42 -0.51
S 2.578 4.814 -7.518 0.10 -0.98 -0.08
O 1.156 4.666 -7.293 1.22 0.40 0.06
O 3.186 3.377 -7.986 -0.33 1.98 -0.62
C 3.475 2.403 -6.993 -0.16 -1.18 1.17
C 2.211 1.720 -6.504 -0.22 -0.04 -0.05
C 2.815 5.668 -9.056 0.09 -0.08 -0.14
H 4.032 2.848 -6.162 -0.09 0.09 -0.14
H 4.128 1.657 -7.457 -0.04 0.35 -0.20
H 1.575 2.417 -5.951 0.10 -0.10 0.01
H 2.457 0.884 -5.843 -0.05 0.40 -0.22
H 1.622 1.344 -7.347 0.13 0.09 -0.05
H 3.885 5.740 -9.260 -0.16 -0.06 0.08
H 2.385 6.667 -8.958 0.01 -0.18 0.14
H 2.303 5.119 -9.848 0.06 0.03 0.17
O -3.068 -0.330 3.471 -0.41 -0.71 -0.82
S -3.915 -1.145 2.626 -0.13 0.30 -0.54
O -3.396 -2.265 1.870 -0.20 0.93 0.84
O -4.748 -0.174 1.617 -0.13 -1.08 1.40
C -4.029 0.744 0.806 0.81 0.68 -1.05
C -3.386 0.049 -0.379 0.22 -0.25 -0.03
C -5.298 -1.709 3.585 -0.17 0.08 -0.05
H -3.286 1.288 1.398 -0.10 -0.16 0.05
H -4.751 1.481 0.439 -0.13 -0.21 0.33
H -2.590 -0.627 -0.055 -0.02 0.19 -0.11
H -2.952 0.782 -1.066 -0.04 -0.07 0.17
H -4.121 -0.553 -0.922 -0.02 0.15 0.07
H -5.728 -0.860 4.120 0.11 -0.10 -0.12
H -4.934 -2.454 4.296 0.13 0.13 -0.12
H -6.032 -2.161 2.916 0.15 0.09 0.04
O -1.479 -5.639 7.360 -1.00 0.55 -0.28
S -2.515 -5.140 6.481 -0.01 -0.07 -0.41
O -3.063 -3.807 6.620 0.50 -1.07 0.26
O -3.743 -6.210 6.448 0.90 0.48 -0.54
C -4.331 -6.611 7.677 -0.52 -0.11 0.90
C -5.263 -5.543 8.219 -0.01 0.34 0.12
C -1.986 -5.356 4.801 -0.14 -0.14 -0.01
H -3.561 -6.874 8.410 0.05 0.09 -0.17
H -4.908 -7.519 7.475 0.25 0.11 -0.27
H -4.707 -4.652 8.522 -0.06 -0.12 -0.02
H -5.810 -5.916 9.091 0.07 -0.03 -0.12
H -5.983 -5.232 7.455 0.08 -0.13 0.10
H -1.618 -6.376 4.674 -0.08 0.15 0.09
H -1.184 -4.641 4.605 -0.15 -0.02 0.17
H -2.829 -5.160 4.136 0.12 0.02 0.12
```
Forces are in eV/Å.

The orbital gap comes out at 8.42 eV. Its total charge is -1. Its electronic energy is -171468.29991 eV.